DFT (ωB97M-V/def2-TZVPD) results for a molecular structure, C42H29AsF4N4O5PPt.

The geometry in XYZ format:
```
87
Properties=species:S:1:pos:R:3:forces:R:3
Pt -2.3470 -0.6271 1.7978 -0.18 -0.17 -0.25
O -2.8206 -2.1545 6.1274 0.00 0.00 -0.03
C -2.4868 -1.8188 4.8835 0.01 0.05 0.07
O -2.5494 -2.5491 3.9347 -0.02 -0.01 -0.01
C -2.0052 -0.3847 4.8914 0.06 0.06 0.04
O -1.6476 0.1373 3.5959 -0.02 -0.08 0.10
C -2.0388 1.5435 3.4585 0.02 0.08 0.03
C -3.4887 1.6166 2.9659 -0.03 -0.01 0.02
O -4.1858 2.5623 3.2017 0.06 0.04 0.03
O -3.8706 0.5592 2.2681 0.02 0.04 0.06
H -3.1287 -3.0747 6.1278 0.00 -0.01 0.02
H -1.1170 -0.3287 5.5254 -0.04 0.03 -0.03
H -2.7857 0.2348 5.3366 -0.03 -0.05 -0.03
H -1.3614 1.9707 2.7176 -0.02 0.00 0.02
H -1.9085 2.0509 4.4115 -0.03 0.00 -0.02
F -7.4344 -0.3490 -3.2838 -0.03 0.01 -0.05
C -6.2698 0.1863 -3.6039 0.04 0.01 -0.04
C -6.1532 0.8747 -4.7535 -0.01 0.00 0.03
F -7.2068 0.9982 -5.5332 -0.03 -0.02 0.02
C -4.9099 1.4989 -5.1824 0.01 -0.02 0.03
C -3.8019 1.3119 -4.2558 -0.05 0.05 -0.11
C -3.9260 0.6215 -3.1143 -0.05 -0.07 0.11
F -2.8620 0.4846 -2.3261 0.06 0.02 0.03
C -5.1646 0.0061 -2.6845 0.02 0.07 -0.07
C -5.2947 -0.6823 -1.5091 -0.01 -0.12 0.11
C -4.2304 -0.8434 -0.5713 0.51 -0.11 -0.30
N -3.3662 -1.0206 0.1613 -0.33 0.32 0.21
C -6.5000 -1.3078 -1.0490 -0.05 0.19 -0.06
N -7.4343 -1.7979 -0.5979 -0.03 -0.13 0.03
F -2.6329 1.8415 -4.5581 0.02 -0.02 0.03
C -4.7906 2.1926 -6.3467 0.00 -0.06 0.07
C -5.8651 2.3892 -7.2758 -0.03 -0.01 0.05
N -6.6730 2.5977 -8.0642 -0.01 -0.01 -0.02
C -3.5730 2.8142 -6.7824 0.00 0.02 0.08
N -2.6391 3.3488 -7.1817 0.03 -0.01 -0.02
C 2.4808 -0.4217 0.9053 0.08 0.05 0.03
C 2.6729 -0.5492 -0.5934 0.01 -0.02 -0.07
As 4.5414 -0.8543 -1.2043 -0.01 0.00 0.08
C 4.9405 -2.2683 0.0886 0.00 -0.04 -0.10
C 4.7238 -3.5700 -0.3597 0.02 0.02 -0.02
C 4.9055 -4.6533 0.4881 0.01 -0.01 0.01
C 5.3244 -4.4462 1.7936 0.00 0.01 0.00
C 5.5548 -3.1545 2.2462 0.01 -0.02 0.01
C 5.3601 -2.0716 1.4007 -0.01 0.06 0.03
C 5.4030 0.6803 -0.3620 -0.02 0.00 -0.01
C 4.7569 1.9125 -0.3056 -0.03 -0.03 -0.01
C 5.4079 3.0329 0.1904 0.03 0.02 0.02
C 6.7197 2.9376 0.6304 -0.01 -0.01 0.00
C 7.3795 1.7190 0.5596 -0.01 0.02 0.00
C 6.7278 0.6008 0.0610 0.01 -0.05 0.00
P 0.8384 0.0937 1.5750 -0.08 0.03 0.02
C 0.4972 1.6331 0.6452 0.09 0.02 0.00
C 1.4048 2.6784 0.8475 0.01 -0.05 -0.01
C 1.2065 3.9167 0.2615 -0.01 0.01 -0.02
C 0.0831 4.1466 -0.5218 -0.01 -0.02 0.01
C -0.8370 3.1282 -0.7090 0.01 0.04 0.00
C -0.6314 1.8817 -0.1320 -0.01 -0.04 0.02
C -0.2812 -1.1597 0.8028 0.08 -0.11 -0.06
C -0.7238 -2.1959 1.6600 0.11 -0.05 0.01
C -1.2839 -3.3905 1.1300 -0.02 0.01 -0.03
C -1.3918 -3.5471 -0.2213 0.02 0.03 -0.02
C -0.9480 -2.5250 -1.0911 0.00 -0.03 0.04
C -0.4251 -1.3614 -0.6033 -0.04 0.05 0.05
H 3.1707 0.3195 1.3249 0.01 -0.02 -0.02
H 2.7288 -1.3603 1.4085 -0.03 0.02 0.00
H 2.2932 0.3249 -1.1290 0.01 0.00 0.01
H 2.1387 -1.4198 -0.9798 0.00 0.04 0.00
H 4.4232 -3.7429 -1.3877 0.00 0.01 0.00
H 4.7384 -5.6580 0.1238 -0.01 -0.02 -0.01
H 5.4817 -5.2888 2.4533 0.00 -0.01 0.02
H 5.8915 -2.9885 3.2611 0.00 0.00 0.02
H 5.5391 -1.0697 1.7722 0.00 0.00 -0.01
H 3.7379 2.0139 -0.6606 -0.02 -0.01 -0.01
H 4.8934 3.9849 0.2225 -0.01 0.02 0.00
H 7.2292 3.8098 1.0167 0.01 0.02 0.00
H 8.4069 1.6389 0.8882 0.02 0.00 0.01
H 7.2606 -0.3419 0.0059 -0.01 0.00 0.00
H 2.2786 2.5262 1.4712 0.01 -0.01 0.01
H 1.9245 4.7089 0.4249 0.02 0.02 0.01
H -0.0768 5.1164 -0.9717 0.00 0.02 -0.02
H -1.7221 3.3034 -1.3064 -0.02 -0.01 -0.02
H -1.3668 1.1051 -0.2888 -0.03 -0.02 -0.02
H -0.4110 -2.1839 2.6987 -0.03 -0.02 -0.06
H -1.6026 -4.1666 1.8116 0.00 0.00 0.01
H -1.8015 -4.4600 -0.6317 0.00 -0.01 -0.01
H -1.0134 -2.6741 -2.1612 0.00 0.00 -0.02
H -0.0797 -0.5939 -1.2809 0.00 0.03 -0.02
```
Positions in Å, forces in eV/Å.

Total charge: +1
Strongest force on any atom: 0.0116 hartree/bohr
Energy above the lowest of the compared OMol25 structures with the same formula, charge and spin: 1.7838 eV


DFT (ωB97M-V/def2-TZVPD) results for a molecular structure, C42H29CsF10N14O6S.

The geometry in XYZ format:
```
103
Properties=species:S:1:pos:R:3:forces:R:3
Cs -1.1560 -0.0815 1.1451 0.63 2.18 -0.43
C 2.2635 4.1718 2.6596 0.03 0.03 -0.02
N 1.2467 3.2708 3.1582 -0.09 0.06 0.05
C 1.8491 2.0971 3.7743 0.06 -0.08 -0.07
C 0.9123 1.2865 4.6803 -0.01 0.12 -0.02
N 0.2754 0.1857 3.9784 0.11 -0.02 0.14
C -0.6917 -0.4802 4.5861 -0.01 -0.07 -0.04
C -1.2637 -1.6245 3.9328 0.08 -0.13 0.15
F -0.6906 -2.0501 2.7700 0.28 -0.82 0.70
C -2.2908 -2.3978 4.4144 0.06 0.12 0.13
F -2.7193 -3.4472 3.7042 -0.07 -0.16 -0.09
C -2.8677 -2.1199 5.6428 0.05 0.04 -0.06
F -3.9174 -2.8305 6.1131 -0.05 -0.05 0.03
C -2.3487 -1.0512 6.3468 0.05 -0.02 -0.11
F -2.8751 -0.7516 7.5467 -0.08 0.04 0.19
C -1.3151 -0.2790 5.8606 0.03 -0.02 -0.05
F -0.8802 0.7009 6.6986 0.04 0.07 0.05
C 0.3089 2.8941 2.1039 0.08 0.07 -0.03
C -0.6981 3.9703 1.7346 0.04 -0.06 0.01
N -1.6504 3.3614 0.8273 -0.09 0.18 0.08
C -2.5409 4.1357 0.2419 -0.01 -0.15 -0.06
C -3.4751 3.5334 -0.6723 0.03 0.07 0.04
F -3.4198 2.1971 -0.8363 0.02 -0.12 0.03
C -4.4264 4.2109 -1.3849 0.03 0.08 0.03
F -5.2341 3.5435 -2.2328 -0.07 -0.06 -0.07
C -4.5827 5.5871 -1.2530 0.01 -0.06 0.01
F -5.5137 6.2666 -1.9738 0.00 0.01 -0.01
C -3.7439 6.2244 -0.3651 0.03 -0.09 0.01
F -3.8724 7.5557 -0.1866 -0.02 0.16 0.01
C -2.7796 5.5433 0.3536 0.00 0.01 -0.02
F -2.0618 6.3068 1.2296 0.02 0.01 0.02
H 2.9362 4.4628 3.4710 -0.01 0.00 0.00
H 1.8052 5.0775 2.2620 -0.02 -0.02 0.00
H 2.8705 3.7217 1.8520 0.00 -0.02 -0.01
H 2.6950 2.4543 4.3718 -0.02 -0.01 0.02
H 2.2538 1.4293 2.9938 0.05 -0.02 0.00
H 0.2084 2.0065 5.1123 -0.03 0.00 -0.02
H 1.5185 0.9169 5.5254 -0.02 -0.02 0.00
H -0.2420 2.0242 2.4493 0.05 0.19 0.21
H 0.8460 2.5851 1.1841 0.00 -0.05 0.08
H -0.1770 4.8315 1.2921 0.00 -0.02 -0.04
H -1.1517 4.3358 2.6679 -0.04 -0.01 -0.01
N 3.4252 1.6648 -0.2536 0.08 0.00 -0.12
C 2.8843 2.2128 -1.3542 -0.03 -0.06 0.00
N 3.6053 3.1170 -2.0332 -0.04 0.00 -0.04
C 2.9722 3.6058 -3.0957 -0.04 0.06 0.06
N 3.6501 4.5402 -3.8384 0.01 -0.04 0.00
N 1.7536 3.2712 -3.5242 0.06 -0.05 0.01
C 1.1497 2.3520 -2.7626 -0.11 0.00 -0.02
N 1.6526 1.8008 -1.6768 0.07 0.08 -0.01
C -0.2119 1.8839 -3.1763 0.18 0.03 0.07
C -0.8016 2.2998 -4.3638 0.00 -0.03 0.03
C -2.0377 1.7660 -4.7026 -0.01 0.00 0.01
C -2.6387 0.8576 -3.8453 0.08 0.27 -0.02
C -1.9761 0.5407 -2.6669 -0.10 -0.30 0.09
N -0.7836 1.0215 -2.3449 -0.19 -0.08 0.01
H 4.3758 1.8784 -0.0202 0.00 0.04 0.06
H 2.9181 0.9429 0.2369 -0.07 0.01 0.06
H 4.3893 5.0095 -3.3445 0.02 0.01 -0.01
H 3.0662 5.1089 -4.4266 -0.02 0.02 -0.02
H -0.2890 3.0145 -4.9909 -0.01 0.00 -0.01
H -2.5262 2.0639 -5.6226 0.00 0.00 0.00
H -3.6114 0.4302 -4.0498 0.03 0.01 -0.03
H -2.4014 -0.1606 -1.9539 -0.11 0.06 -0.06
N 3.4789 -2.8074 -1.6731 -0.10 0.03 -0.06
C 2.5499 -2.9872 -2.6802 0.13 -0.10 0.03
C 2.5331 -3.8050 -3.8051 -0.01 0.01 0.00
C 1.3793 -3.7839 -4.5658 -0.04 0.00 -0.01
C 0.2817 -2.9806 -4.2145 0.04 -0.01 -0.02
C 0.3118 -2.1707 -3.0968 -0.03 0.02 0.02
C 1.4706 -2.1727 -2.3230 -0.06 0.13 0.06
N 1.7272 -1.5278 -1.1175 0.00 -0.23 -0.04
C 2.9006 -1.9576 -0.7589 0.09 0.02 0.14
C 3.5060 -1.7278 0.5563 -0.14 -0.02 -0.08
C 4.5640 -2.4132 1.0712 -0.06 -0.06 -0.02
S 4.7177 -2.0581 2.7333 0.15 -0.09 0.02
C 3.3808 -0.9952 2.6176 -0.22 0.16 -0.02
N 2.8582 -0.8958 1.4374 0.09 -0.14 0.08
H 4.2847 -3.3806 -1.5077 0.02 -0.02 -0.01
H 3.3657 -4.4487 -4.0610 0.00 0.02 0.01
H 1.3121 -4.4166 -5.4424 0.00 0.01 0.00
H -0.6112 -3.0080 -4.8264 0.01 0.00 0.00
H -0.5366 -1.5747 -2.7959 -0.01 0.05 0.01
H 5.1705 -3.1671 0.5966 0.02 0.03 0.03
H 2.9967 -0.4705 3.4815 -0.03 0.02 -0.03
O -4.2653 -3.0298 -0.1505 0.12 0.00 -0.09
C -3.0831 -2.7194 -0.3220 -0.20 0.13 -0.11
O -2.5406 -1.5819 -0.3237 -0.74 -1.22 -0.80
C -2.1213 -3.8927 -0.5724 0.03 -0.10 -0.01
C -0.7629 -3.7982 -0.2956 -0.16 0.06 -0.11
C 0.0210 -4.9269 -0.4849 0.32 -0.17 0.14
C -0.4464 -6.1135 -1.0098 -0.17 0.21 0.06
C -1.7982 -6.1495 -1.2936 -0.06 -0.36 -0.15
C -2.6454 -5.0878 -1.0570 0.03 0.19 0.05
N -2.3498 -7.4074 -1.8477 0.11 0.27 0.10
O -3.5097 -7.4155 -2.1944 -0.22 0.02 -0.05
O -1.6064 -8.3661 -1.9297 0.15 -0.14 -0.01
N 1.4257 -4.9294 -0.0312 -0.19 0.17 -0.27
O 1.7133 -4.1886 0.8784 0.11 0.20 0.21
O 2.2117 -5.6827 -0.5811 0.06 -0.14 -0.06
H -0.3391 -2.8451 0.0142 0.00 -0.32 0.12
H 0.1959 -6.9633 -1.1626 0.03 -0.03 -0.01
H -3.7091 -5.1499 -1.2324 -0.01 -0.03 0.00
```
Positions in Å, forces in eV/Å.

Total charge: -2
Strongest force on any atom: 0.0450 hartree/bohr
Energy above the lowest of the compared OMol25 structures with the same formula, charge and spin: 1.0313 eV